(w)
A cluster of 2 separate species, C2H7N2S2 in total, computed with ωB97M-V/def2-TZVPD.

Summary:
Net charge = +1
E_LUMO = -4.122 eV
M = 123.23 g mol⁻¹
Multiplicity = 1

The geometry in XYZ format:
```
13
C2H7N2S2, DFT ωB97M-V/def2-TZVPD
C -1.0780 0.6513 -0.0599
C 1.3280 -0.1649 0.2223
N -1.6062 1.7246 0.4788
N 1.0405 -1.4725 0.1883
S -2.2350 -0.3937 -0.7585
S 2.3065 0.7025 -0.7904
H 1.0080 0.2883 1.1716
H -1.0297 2.3754 0.8928
H -2.6576 1.8835 0.6373
H 0.4637 -1.6803 0.9786
H -1.1837 -1.3984 -0.9285
H 1.1294 -2.0507 -0.5802
H 2.5140 -0.4651 -1.4523
```

***

(x)
A cluster of 2 separate species, C2H7N2S2 in total, computed with ωB97M-V/def2-TZVPD.

Summary:
Net charge = +1
E_LUMO = -4.366 eV
M = 123.23 g mol⁻¹
Multiplicity = 1

The geometry in XYZ format:
```
13
C2H7N2S2, DFT ωB97M-V/def2-TZVPD
C -0.5518 -0.8522 -0.4923
C 0.8076 1.2939 0.2126
N -0.6253 -2.0056 0.1282
N 0.1260 1.9669 1.1418
S -1.5006 -0.3708 -1.8333
S 2.3199 0.4845 0.7493
H 0.8620 1.3931 -0.8820
H -1.3183 -2.6606 -0.0945
H -0.0676 -2.1135 0.9619
H 0.1301 1.8118 2.1323
H -0.3533 2.7291 0.7132
H -2.2866 -1.4129 -2.2581
H 2.4580 -0.2636 -0.4791
```

***

We find (x) to be the most stable, with the next structure 0.065 eV higher.

***

(w)
A structure of composition C30H54Br2N5O4SSbTi, computed with ωB97M-V/def2-TZVPD.

Summary:
Net charge = +1
E_LUMO (spin up / spin down) = -2.526 / -2.477 eV
⟨S²⟩ = 0.7526
M = 910.30 g mol⁻¹
Multiplicity = 2

The geometry in XYZ format:
```
98
C30H54Br2N5O4SSbTi, DFT ωB97M-V/def2-TZVPD
Ti 0.2489 1.0205 0.9014
C -1.6038 1.4446 5.0912
O -2.5091 1.6941 3.9918
C -2.0783 1.3501 2.8020
O -0.9962 0.7757 2.6113
N -2.9065 1.6399 1.7885
N -2.4382 1.3389 0.5050
H -2.1459 1.7658 5.9729
H -0.6986 2.0338 4.9567
H -1.3716 0.3835 5.1389
H -3.7367 2.1877 1.9539
H -2.2142 2.1827 -0.0144
H -3.0916 0.7445 0.0139
C 2.5089 0.3468 3.5210
C 2.2830 1.8026 3.2702
C 2.9923 2.7553 4.0604
C 2.7956 4.0831 3.8560
C 1.8863 4.5251 2.8585
C 1.5947 5.8854 2.5575
Br 2.4462 7.2687 3.5119
C 0.6962 6.1909 1.5837
C 0.0369 5.1685 0.8537
Br -1.2063 5.6670 -0.4592
C 0.2835 3.8449 1.1006
O -0.2913 2.8355 0.4676
C 1.2309 3.5343 2.1264
N 1.4398 2.1922 2.3441
H 3.5745 0.1403 3.6215
H 2.1127 -0.2776 2.7225
H 2.0270 0.0499 4.4557
H 3.6835 2.3944 4.8092
H 3.3292 4.8164 4.4461
H 0.4688 7.2220 1.3526
C 2.8357 1.4437 -0.4932
O 1.7979 0.6363 0.0136
H 2.4313 2.3085 -1.0294
H 3.4575 0.8680 -1.1843
H 3.4744 1.8012 0.3215
C -2.3288 -2.6505 2.5364
C -0.8505 -2.9826 2.3064
C -0.6390 -4.4891 2.4420
C -0.0546 -2.3082 3.4297
Sb -0.2839 -2.0545 0.4138
C 1.5783 -2.9609 -0.2125
C 2.6742 -2.5708 0.7831
C 1.9511 -2.3440 -1.5700
C 1.5406 -4.4823 -0.3460
C -1.7480 -2.8301 -1.0008
C -1.1652 -2.8503 -2.4157
C -2.9492 -1.8764 -0.9966
C -2.2464 -4.2402 -0.6787
H -2.5980 -2.9168 3.5648
H -2.9939 -3.2089 1.8784
H -2.5457 -1.5876 2.4035
H -1.0771 -4.8174 3.3916
H 0.4211 -4.7436 2.4790
H -1.0999 -5.0805 1.6519
H -0.4355 -2.6693 4.3926
H -0.1541 -1.2221 3.4252
H 1.0059 -2.5530 3.3969
H 2.7920 -1.4890 0.8536
H 3.6257 -2.9849 0.4323
H 2.5019 -2.9789 1.7791
H 1.8378 -1.2580 -1.5815
H 1.3668 -2.7545 -2.3928
H 3.0031 -2.5735 -1.7726
H 1.5267 -4.9850 0.6211
H 2.4454 -4.8133 -0.8675
H 0.6887 -4.8410 -0.9266
H -0.6500 -1.9292 -2.6862
H -1.9918 -2.9838 -3.1224
H -0.4857 -3.6934 -2.5556
H -2.6726 -0.8953 -1.3845
H -3.3973 -1.7583 -0.0076
H -3.7216 -2.2852 -1.6573
H -1.4448 -4.9732 -0.5779
H -2.8825 -4.5721 -1.5067
H -2.8567 -4.2777 0.2238
C 1.5871 -0.5392 -4.9076
C 1.5834 0.8370 -4.2684
N 0.3707 1.5864 -4.5847
C -0.7042 1.6808 -3.7851
S -0.7521 0.9610 -2.2582
N -1.7528 2.3881 -4.2491
C -1.9059 2.9160 -5.5977
C -2.2673 1.8612 -6.6334
H 2.5130 -1.0659 -4.6738
H 1.5053 -0.4791 -5.9942
H 0.7523 -1.1332 -4.5323
H 2.4346 1.4360 -4.5966
H 1.6297 0.7590 -3.1847
H 0.2952 1.9433 -5.5232
H -2.5555 2.3576 -3.6445
H -0.9956 3.4549 -5.8728
H -2.6801 3.6805 -5.5430
H -1.5052 1.0838 -6.7051
H -2.3784 2.3155 -7.6178
H -3.2086 1.3764 -6.3752
```

***

(x)
A structure of composition C30H54Br2N5O4SSbTi, computed with ωB97M-V/def2-TZVPD.

Summary:
Net charge = +1
E_LUMO (spin up / spin down) = -2.558 / -2.598 eV
⟨S²⟩ = 0.7540
M = 910.30 g mol⁻¹
Multiplicity = 2

The geometry in XYZ format:
```
98
C30H54Br2N5O4SSbTi, DFT ωB97M-V/def2-TZVPD
Ti -0.0407 0.1451 0.3131
C 3.1750 0.9846 -3.9468
O 2.1085 0.4305 -3.1686
C 2.0623 0.6357 -1.8714
O 1.0231 0.3079 -1.2882
N 3.1471 1.1853 -1.2887
N 3.1105 1.4439 0.0710
H 2.8932 0.8156 -4.9805
H 4.1196 0.4738 -3.7497
H 3.2766 2.0556 -3.7681
H 4.0125 1.2716 -1.7969
H 3.3756 2.4017 0.2555
H 3.7021 0.8078 0.5886
C 2.3061 -2.5475 -0.5172
C 1.9779 -2.2658 0.9188
C 2.3543 -3.1560 1.9296
C 2.1120 -2.8686 3.2488
C 1.5352 -1.6316 3.5859
C 1.2934 -1.1685 4.8967
Br 1.6794 -2.2782 6.3862
C 0.8094 0.0914 5.1239
C 0.5224 0.9443 4.0539
Br -0.0156 2.7212 4.3966
C 0.6850 0.5451 2.7352
O 0.4246 1.2991 1.6874
C 1.1904 -0.7715 2.5148
N 1.3700 -1.1146 1.1985
H 2.3424 -3.6197 -0.7040
H 3.2921 -2.1348 -0.7514
H 1.5677 -2.0900 -1.1714
H 2.8417 -4.0831 1.6581
H 2.3901 -3.5715 4.0217
H 0.6626 0.4380 6.1370
C -2.3876 -1.4207 1.5317
O -1.3865 -0.5736 1.0473
H -3.0574 -1.7291 0.7255
H -2.9763 -0.9146 2.3020
H -1.9359 -2.3169 1.9684
C 0.7417 4.0157 -1.5704
C -0.4819 4.2149 -0.6802
C -1.2840 5.4105 -1.1754
C -0.0358 4.4418 0.7606
Sb -1.5985 2.2550 -0.6951
C -3.3911 2.6306 0.6023
C -2.9025 2.3627 2.0218
C -4.4641 1.6176 0.2165
C -3.9402 4.0459 0.4904
C -2.3166 1.9791 -2.8140
C -3.3172 0.8255 -2.8100
C -1.0921 1.5619 -3.6227
C -2.9554 3.2345 -3.3904
H 1.4368 4.8529 -1.4354
H 0.4657 3.9830 -2.6256
H 1.2641 3.0965 -1.3078
H -0.6392 6.2971 -1.1674
H -2.1387 5.6189 -0.5358
H -1.6440 5.2698 -2.1936
H 0.6339 5.3095 0.8025
H 0.4917 3.5784 1.1632
H -0.8851 4.6553 1.4123
H -2.4045 1.3963 2.1024
H -3.7544 2.3701 2.7110
H -2.2027 3.1304 2.3483
H -4.0639 0.6016 0.1738
H -4.9141 1.8629 -0.7452
H -5.2604 1.6340 0.9680
H -3.2505 4.7769 0.9123
H -4.8735 4.1095 1.0607
H -4.1614 4.3187 -0.5429
H -2.9481 -0.0267 -2.2385
H -3.4828 0.4899 -3.8400
H -4.2816 1.1320 -2.4085
H -0.6453 0.6548 -3.2131
H -0.3323 2.3446 -3.6569
H -1.3956 1.3518 -4.6554
H -3.7482 3.6139 -2.7429
H -3.3996 3.0076 -4.3663
H -2.2201 4.0258 -3.5382
C -1.6467 -5.5206 -0.0150
C -0.3483 -4.7924 -0.3390
N -0.2089 -4.5200 -1.7619
C -0.5897 -3.3871 -2.3673
S -1.1223 -2.0191 -1.5301
N -0.5339 -3.3484 -3.7103
C -0.2266 -4.4413 -4.6193
C -1.4307 -5.3259 -4.9353
H -1.6950 -5.7353 1.0526
H -1.7072 -6.4662 -0.5565
H -2.5049 -4.9067 -0.2890
H 0.5101 -5.3947 -0.0333
H -0.3074 -3.8426 0.1907
H -0.0540 -5.3288 -2.3440
H -0.9061 -2.4997 -4.1024
H 0.5873 -5.0420 -4.2071
H 0.1487 -3.9908 -5.5373
H -1.8255 -5.7977 -4.0343
H -1.1417 -6.1109 -5.6342
H -2.2271 -4.7352 -5.3868
```

***

We find (w) to be the most stable, with the next structure 1.166 eV higher.

***

(w)
A cluster of 2 separate species, C3H11NSi in total, computed with ωB97M-V/def2-TZVPD.

Summary:
E_LUMO = 0.897 eV
SMILES = N[SiH3].C=CC
M = 89.21 g mol⁻¹
Multiplicity = 1

The geometry in XYZ format:
```
16
C3H11NSi, DFT ωB97M-V/def2-TZVPD
N 1.6235 0.1775 -0.3424
Si 3.2466 -0.1855 0.0531
H 1.2998 -0.3577 -1.1048
H 1.0011 0.2188 0.4619
H 3.5742 -1.5476 0.3981
H 3.7306 0.7671 1.2912
H 3.8596 0.2382 -1.0900
C -1.3264 1.1518 0.2597
C -2.0960 0.3739 -0.4411
C -2.5415 -0.9546 0.0493
H -0.8388 2.1265 -0.1032
H -1.0360 0.8424 1.2047
H -2.3671 0.8803 -1.4286
H -3.6538 -1.0810 -0.0284
H -2.0481 -1.7297 -0.3650
H -2.4278 -0.9206 1.1855
```

***

(x)
An isolated molecule of C3H11NSi, computed with ωB97M-V/def2-TZVPD.

Summary:
E_LUMO = 0.866 eV
SMILES = C[Si](C)(C)N
M = 89.21 g mol⁻¹
Multiplicity = 1

The geometry in XYZ format:
```
16
C3H11NSi, DFT ωB97M-V/def2-TZVPD
C 0.5201 1.7300 -0.6400
Si 0.1741 0.0271 0.1827
C -2.1308 -0.2434 0.3460
C 1.0996 -1.3776 -0.9100
N 0.6777 -0.0525 1.8165
H 0.2145 1.7552 -1.7446
H -0.0913 2.6611 -0.3748
H 1.5627 1.8971 -0.5110
H -2.5630 0.6922 -0.0140
H -2.2132 -1.1519 -0.3980
H -2.3964 -0.4911 1.3450
H 0.7208 -1.2657 -1.9496
H 2.1460 -1.0394 -1.0080
H 0.8737 -2.3459 -0.5268
H 1.5675 -0.5628 1.9775
H -0.1620 -0.2323 2.4092
```

***

We find (x) to be the most stable, with the next structure 1.521 eV higher.